An isolated molecule of C2H5N3O2 at a distorted geometry. Source: the OMol25 dataset; level of theory: the ωB97M-V functional and the def2-TZVPD basis.

Last column: natural (NBO) charge in e.
Element x y z (Å)
C -1.604 0.575 0.053  0.85
C 2.098 0.042 -0.169  -0.48
N -0.165 0.482 0.235  -0.40
N -2.608 -1.749 0.148  -0.12
N 0.763 -0.397 0.157  -0.21
O -2.023 1.697 -0.130  -0.55
O -2.480 -0.405 0.331  -0.37
H 2.177 0.344 -1.248  0.21
H 2.579 0.924 0.456  0.19
H 2.724 -0.865 -0.057  0.23
H 0.154 1.420 0.284  0.37
H -1.614 -2.068 -0.060  0.29

Properties
relative energy (zero: lowest compared OMol25 entry of this formula, charge and spin)	7.4587	eV

=====

A 3-piece molecular cluster, C2H5N3O2S overall at a distorted geometry. Source: the OMol25 dataset; level of theory: the ωB97M-V functional and the def2-TZVPD basis.

Last column: natural (NBO) charge in e.
Element x y z (Å)
C -0.396 0.886 0.222  0.34
C 1.157 -1.582 0.163  0.23
H -2.323 2.125 0.400  0.44
H -0.064 2.091 -1.776  0.35
H 0.861 -0.336 1.748  0.40
H 1.348 -2.199 0.938  0.15
H 0.741 -2.879 -1.111  0.34
N -1.060 1.037 -0.903  -0.20
N 1.346 -0.389 0.738  -0.33
N 0.776 -1.816 -1.111  -0.68
O -2.223 1.927 -0.940  -0.54
O 0.894 0.578 -0.141  -0.33
S -1.059 0.557 1.770  -0.18

Properties
relative energy (zero: lowest compared OMol25 entry of this formula, charge and spin)	10.0850	eV

=====

A 2-piece molecular cluster, C2H5N3O3 overall at a distorted geometry. Source: the OMol25 dataset; level of theory: the ωB97M-V functional and the def2-TZVPD basis.

Last column: natural (NBO) charge in e.
Element x y z (Å)
C -1.113 0.868 -0.211  0.21
C 1.269 0.424 -0.019  0.18
H -3.779 -0.544 -0.276  0.51
H -0.618 1.928 -0.283  0.21
H -1.154 -1.588 0.324  0.51
H 1.530 1.415 0.622  0.20
H 3.851 -0.790 -0.561  0.49
N -2.367 0.663 0.029  -0.24
N -0.070 0.066 0.015  -0.16
N 2.082 -0.495 -0.175  -0.18
O -2.871 -0.703 0.336  -0.62
O -0.167 -1.279 -0.157  -0.54
O 3.407 0.036 0.356  -0.58

Properties
relative energy (zero: lowest compared OMol25 entry of this formula, charge and spin)	9.1899	eV